The following is a DFT calculation (ωB97M-V/def2-TZVPD) of a cluster of 11 separate species, C48H125N7O15 in total.

Its charge is 0. For the gap between HOMO and LUMO, the calculation gives 8.55 eV. For the largest force on an atom, the calculation gives 0.049 hartree/bohr. The LUMO energy is 0.1714 eV. Its SMILES is COC[C@H](C)N.COC[C@H](C)N.COC[C@H](C)N.COCCNCCOC.COCCNCCOC.COCCNCCOC.COCCNCCOC.CC(C)O.CC(C)O.CC(C)O.CC(C)O. The calculation puts the total energy at -92935.4077 eV. The calculation puts the HOMO energy at -0.308 Eh.

Each atom is followed by the atoms it is bonded to, with distances in Å.
CARTESIAN COORDINATES (ANGSTROEM)
1 C 3.86 5.60 -5.63  O2 1.398, H7 1.090, H8 1.090, H9 1.090
2 O 4.53 6.57 -4.87  C1 1.398, C3 1.424
3 C 4.88 6.20 -3.54  O2 1.424, C4 1.584, H10 1.090, H11 1.090
4 C 5.66 7.36 -2.80  C3 1.584, C5 1.518, N6 1.487, H12 1.090
5 C 6.91 7.72 -3.58  C4 1.518, H13 1.090, H14 1.090, H15 1.090
6 N 6.14 7.02 -1.43  C4 1.487, H16 1.010, H17 1.010
7 H 4.34 4.62 -5.62  C1 1.090
8 H 3.75 5.92 -6.67  C1 1.090
9 H 2.84 5.38 -5.34  C1 1.090
10 H 4.03 6.04 -2.87  C3 1.090
11 H 5.54 5.34 -3.59  C3 1.090
12 H 5.05 8.25 -2.62  C4 1.090
13 H 6.63 8.01 -4.59  C5 1.090
14 H 7.55 6.84 -3.68  C5 1.090
15 H 7.43 8.59 -3.18  C5 1.090
16 H 6.99 6.50 -1.30  N6 1.010
17 H 5.39 6.67 -0.85  N6 1.010
18 C 6.09 -3.55 -6.06  O19 1.409, H24 1.090, H25 1.090, H26 1.090
19 O 7.06 -3.90 -5.10  C18 1.409, C20 1.425
20 C 8.35 -4.19 -5.64  O19 1.425, C21 1.559, H27 1.090, H28 1.090
21 C 9.14 -4.98 -4.55  C20 1.559, C22 1.552, N23 1.425, H29 1.090
22 C 9.50 -4.00 -3.40  C21 1.552, H30 1.090, H31 1.090, H32 1.090
23 N 10.29 -5.64 -5.05  C21 1.425, H33 1.010, H34 1.010
24 H 5.92 -4.42 -6.69  C18 1.090
25 H 6.33 -2.63 -6.59  C18 1.090
26 H 5.18 -3.43 -5.46  C18 1.090
27 H 8.30 -4.83 -6.52  C20 1.090
28 H 8.82 -3.25 -5.93  C20 1.090
29 H 8.42 -5.67 -4.11  C21 1.090
30 H 8.55 -3.61 -3.03  C22 1.090
31 H 10.04 -3.12 -3.74  C22 1.090
32 H 9.96 -4.61 -2.62  C22 1.090
33 H 9.96 -6.47 -5.52  N23 1.010
34 H 10.85 -6.06 -4.31  N23 1.010
35 C 4.23 -4.09 1.21  O36 1.399, H41 1.090, H42 1.090, H43 1.090
36 O 5.28 -4.99 1.43  C35 1.399, C37 1.426
37 C 5.16 -6.29 0.86  O36 1.426, C38 1.511, H44 1.090, H45 1.090
38 C 4.28 -7.24 1.64  C37 1.511, C39 1.507, N40 1.469, H46 1.090
39 C 4.79 -7.54 3.02  C38 1.507, H47 1.090, H48 1.090, H49 1.090
40 N 4.09 -8.53 0.96  C38 1.469, H50 1.010, H51 1.010
41 H 4.33 -3.62 0.23  C35 1.090
42 H 4.38 -3.27 1.92  C35 1.090
43 H 3.27 -4.55 1.42  C35 1.090
44 H 4.73 -6.20 -0.13  C37 1.090
45 H 6.12 -6.77 0.69  C37 1.090
46 H 3.28 -6.83 1.81  C38 1.090
47 H 4.24 -8.38 3.45  C39 1.090
48 H 4.71 -6.67 3.68  C39 1.090
49 H 5.83 -7.85 3.04  C39 1.090
50 H 4.97 -9.00 0.83  N40 1.010
51 H 3.90 -8.42 -0.02  N40 1.010
52 C 0.29 -2.22 4.08  O53 1.418, H61 1.090, H62 1.090, H63 1.090
53 O -0.61 -2.79 3.14  C52 1.418, C54 1.439
54 C -1.87 -2.11 3.06  O53 1.439, C55 1.568, H64 1.090, H65 1.090
55 C -2.53 -2.38 1.66  C54 1.568, N56 1.491, H66 1.090, H67 1.090
56 N -1.74 -1.78 0.54  C55 1.491, C57 1.434, H68 1.010
57 C -1.72 -0.35 0.50  N56 1.434, C58 1.527, H69 1.090, H70 1.090
58 C -1.03 0.25 -0.72  C57 1.527, O59 1.428, H71 1.090, H72 1.090
59 O 0.33 -0.19 -0.62  C58 1.428, C60 1.434
60 C 1.11 0.25 -1.73  O59 1.434, H73 1.090, H74 1.090, H75 1.090
61 H 1.31 -2.59 4.12  C52 1.090
62 H -0.21 -2.31 5.04  C52 1.090
63 H 0.39 -1.15 3.88  C52 1.090
64 H -1.76 -1.03 3.15  C54 1.090
65 H -2.56 -2.47 3.84  C54 1.090
66 H -3.56 -2.05 1.59  C55 1.090
67 H -2.56 -3.46 1.57  C55 1.090
68 H -0.76 -2.04 0.53  N56 1.010
69 H -1.12 -0.12 1.38  C57 1.090
70 H -2.71 0.10 0.61  C57 1.090
71 H -1.02 1.34 -0.72  C58 1.090
72 H -1.51 -0.06 -1.65  C58 1.090
73 H 0.62 0.08 -2.69  C60 1.090
74 H 2.06 -0.29 -1.69  C60 1.090
75 H 1.33 1.29 -1.52  C60 1.090
76 C -3.85 5.54 -0.50  O77 1.431, H85 1.090, H86 1.090, H87 1.090
77 O -4.32 4.89 0.68  C76 1.431, C78 1.443
78 C -5.76 4.94 0.79  O77 1.443, C79 1.533, H88 1.090, H89 1.090
79 C -6.28 4.51 2.16  C78 1.533, N80 1.461, H90 1.090, H91 1.090
80 N -5.94 3.12 2.48  C79 1.461, C81 1.483, H92 1.010
81 C -6.42 2.69 3.82  N80 1.483, C82 1.530, H93 1.090, H94 1.090
82 C -5.64 3.28 5.00  C81 1.530, O83 1.485, H95 1.090, H96 1.090
83 O -4.23 2.84 4.81  C82 1.485, C84 1.448
84 C -3.35 3.50 5.75  O83 1.448, H97 1.090, H98 1.090, H99 1.090
85 H -2.77 5.40 -0.61  C76 1.090
86 H -4.13 6.59 -0.60  C76 1.090
87 H -4.37 5.05 -1.32  C76 1.090
88 H -6.13 4.26 0.01  C78 1.090
89 H -6.19 5.90 0.50  C78 1.090
90 H -7.36 4.66 2.04  C79 1.090
91 H -5.95 5.26 2.88  C79 1.090
92 H -4.95 3.15 2.64  N80 1.010
93 H -6.34 1.60 3.86  C81 1.090
94 H -7.47 2.94 3.88  C81 1.090
95 H -6.06 2.91 5.93  C82 1.090
96 H -5.65 4.36 5.04  C82 1.090
97 H -2.40 2.97 5.64  C84 1.090
98 H -3.63 3.22 6.76  C84 1.090
99 H -3.16 4.57 5.67  C84 1.090
100 C 10.64 6.22 9.59  O101 1.429, H109 1.090, H110 1.090, H111 1.090
101 O 9.65 5.41 10.23  C100 1.429, C102 1.464
102 C 8.37 5.99 10.64  O101 1.464, C103 1.574, H112 1.090, H113 1.090
103 C 7.52 4.75 11.07  C102 1.574, N104 1.461, H114 1.090, H115 1.090
104 N 6.94 4.08 9.91  C103 1.461, C105 1.438, H116 1.010
105 C 6.22 2.90 10.29  N104 1.438, C106 1.534, H117 1.090, H118 1.090
106 C 5.90 2.07 9.04  C105 1.534, O107 1.437, H119 1.090, H120 1.090
107 O 7.08 1.56 8.40  C106 1.437, C108 1.413
108 C 6.93 0.70 7.29  O107 1.413, H121 1.090, H122 1.090, H123 1.090
109 H 11.58 5.68 9.61  C100 1.090
110 H 10.73 7.15 10.16  C100 1.090
111 H 10.33 6.46 8.57  C100 1.090
112 H 7.88 6.47 9.79  C102 1.090
113 H 8.46 6.77 11.40  C102 1.090
114 H 6.66 5.04 11.68  C103 1.090
115 H 8.11 4.06 11.67  C103 1.090
116 H 7.68 3.90 9.24  N104 1.010
117 H 5.32 3.26 10.79  C105 1.090
118 H 6.70 2.21 10.98  C105 1.090
119 H 5.38 2.71 8.33  C106 1.090
120 H 5.38 1.16 9.31  C106 1.090
121 H 6.55 1.24 6.43  C108 1.090
122 H 6.17 -0.05 7.53  C108 1.090
123 H 7.85 0.20 6.99  C108 1.090
124 C -10.89 0.96 -9.79  O125 1.427, H133 1.090, H134 1.090, H135 1.090
125 O -9.52 1.08 -9.42  C124 1.427, C126 1.437
126 C -8.84 -0.18 -9.57  O125 1.437, C127 1.548, H136 1.090, H137 1.090
127 C -7.64 -0.42 -8.62  C126 1.548, N128 1.483, H138 1.090, H139 1.090
128 N -6.50 0.47 -8.90  C127 1.483, C129 1.467, H140 1.010
129 C -5.44 0.45 -7.88  N128 1.467, C130 1.615, H141 1.090, H142 1.090
130 C -4.46 1.73 -8.02  C129 1.615, O131 1.426, H143 1.090, H144 1.090
131 O -5.12 2.94 -7.67  C130 1.426, C132 1.428
132 C -4.42 4.17 -7.87  O131 1.428, H145 1.090, H146 1.090, H147 1.090
133 H -10.87 0.93 -10.88  C124 1.090
134 H -11.31 1.92 -9.48  C124 1.090
135 H -11.41 0.08 -9.42  C124 1.090
136 H -8.48 -0.39 -10.58  C126 1.090
137 H -9.48 -1.04 -9.36  C126 1.090
138 H -7.28 -1.44 -8.74  C127 1.090
139 H -8.09 -0.28 -7.63  C127 1.090
140 H -6.71 1.41 -9.22  N128 1.010
141 H -4.87 -0.47 -8.03  C129 1.090
142 H -5.84 0.41 -6.87  C129 1.090
143 H -4.10 1.72 -9.05  C130 1.090
144 H -3.61 1.43 -7.41  C130 1.090
145 H -5.14 4.93 -7.56  C132 1.090
146 H -4.09 4.25 -8.90  C132 1.090
147 H -3.54 4.24 -7.24  C132 1.090
148 C 2.53 3.40 3.34  C149 1.508, H152 1.090, H153 1.090, H154 1.090
149 C 2.23 4.60 2.49  C148 1.508, C150 1.534, O151 1.428, H155 1.090
150 C 0.77 5.07 2.58  C149 1.534, H156 1.090, H157 1.090, H158 1.090
151 O 3.06 5.73 2.79  C149 1.428, H159 0.960
152 H 2.13 2.51 2.86  C148 1.090
153 H 2.09 3.53 4.33  C148 1.090
154 H 3.61 3.27 3.44  C148 1.090
155 H 2.39 4.30 1.45  C149 1.090
156 H 0.54 5.79 1.80  C150 1.090
157 H 0.57 5.62 3.49  C150 1.090
158 H 0.05 4.25 2.50  C150 1.090
159 H 3.20 5.85 3.73  O151 0.960
160 C -8.95 -2.20 -0.40  C161 1.513, H164 1.090, H165 1.090, H166 1.090
161 C -8.27 -0.90 -0.77  C160 1.513, C162 1.525, O163 1.402, H167 1.090
162 C -8.21 -0.72 -2.28  C161 1.525, H168 1.090, H169 1.090, H170 1.090
163 O -9.02 0.11 -0.15  C161 1.402, H171 0.960
164 H -10.02 -2.13 -0.56  C160 1.090
165 H -8.75 -2.49 0.63  C160 1.090
166 H -8.44 -3.03 -0.90  C160 1.090
167 H -7.25 -0.81 -0.39  C161 1.090
168 H -7.77 -1.57 -2.79  C162 1.090
169 H -7.64 0.19 -2.49  C162 1.090
170 H -9.25 -0.69 -2.61  C162 1.090
171 H -8.42 0.61 0.41  O163 0.960
172 C -6.85 -8.55 1.13  C173 1.521, H176 1.090, H177 1.090, H178 1.090
173 C -6.85 -9.06 2.56  C172 1.521, C174 1.532, O175 1.420, H179 1.090
174 C -7.04 -7.97 3.62  C173 1.532, H180 1.090, H181 1.090, H182 1.090
175 O -7.87 -10.03 2.76  C173 1.420, H183 0.960
176 H -7.81 -8.06 0.95  C172 1.090
177 H -6.68 -9.26 0.32  C172 1.090
178 H -6.14 -7.74 0.96  C172 1.090
179 H -5.88 -9.52 2.74  C173 1.090
180 H -6.86 -8.36 4.62  C174 1.090
181 H -8.09 -7.67 3.60  C174 1.090
182 H -6.33 -7.16 3.48  C174 1.090
183 H -7.89 -10.62 2.00  O175 0.960
184 C -1.12 -3.78 -4.55  C185 1.554, H188 1.090, H189 1.090, H190 1.090
185 C -2.39 -4.58 -4.17  C184 1.554, C186 1.480, O187 1.423, H191 1.090
186 C -2.09 -5.76 -3.33  C185 1.480, H192 1.090, H193 1.090, H194 1.090
187 O -3.27 -3.74 -3.44  C185 1.423, H195 0.960
188 H -0.53 -3.60 -3.65  C184 1.090
189 H -1.33 -2.82 -5.01  C184 1.090
190 H -0.46 -4.37 -5.19  C184 1.090
191 H -2.91 -4.80 -5.11  C185 1.090
192 H -1.60 -6.55 -3.89  C186 1.090
193 H -2.98 -6.16 -2.85  C186 1.090
194 H -1.45 -5.58 -2.47  C186 1.090
195 H -2.83 -3.45 -2.64  O187 0.960

These are the Mulliken partial charges, in e, on atoms 1 to 2: -0.75 -0.28